1.
Formula: C3H10O3S
Source: the Open Molecules 2025 dataset
Level of theory: wB97M-V/def2-TZVPD

ΔE to the lowest compared entry with this formula, charge and spin: 42.6 kcal/mol
Kohn-Sham gap: 9.95 eV
calculated total energy: -20248.9202 eV
structure (SMILES): O=CCCS.O.O
spin multiplicity: 1

The geometry in XYZ format:
```
17
Properties=species:S:1:pos:R:3:forces:R:3:lowdin_charge:R:1
O 0.79391 -1.21891 0.49374 -0.7 0.9 -0.4 0.06
C 0.74075 -0.02476 0.29556 -1.3 0.2 1.6 -0.23
C -0.48768 0.91696 0.56735 0.4 -0.8 -2.1 -0.22
C -1.00338 1.69388 -0.70721 2.0 -0.2 -0.1 -0.56
S -1.92128 3.20591 -0.14239 -1.5 -1.5 -1.2 0.66
H 1.60080 0.50117 0.02490 2.0 0.9 -0.9 0.09
H -1.21983 0.15833 0.45373 -1.2 -0.5 2.1 0.04
H -0.44178 1.59240 1.43694 0.1 -0.9 -0.1 0.11
H -1.51009 0.84641 -1.24605 -0.1 1.8 -0.1 0.10
H -0.14598 2.07163 -1.33369 -0.9 -0.4 0.5 0.07
H -3.17932 2.82471 -0.64968 1.4 0.5 0.6 -0.11
O -2.58437 -1.31676 1.99682 -0.1 -2.3 1.5 -0.01
H -2.23641 -1.67379 1.19899 0.5 -0.3 -0.9 0.02
H -2.76830 -0.42956 1.86112 -0.5 2.6 -0.5 -0.01
O 4.82978 -3.15333 -1.80944 -0.6 0.1 -0.1 -0.05
H 4.04972 -2.88520 -1.31562 -0.4 0.0 -0.2 0.03
H 5.48346 -3.10908 -1.12505 0.9 -0.1 0.4 0.02
```
Forces are in eV/Å.


2.
Formula: C31H34Li2O15S
Source: the Open Molecules 2025 dataset
Level of theory: wB97M-V/def2-TZVPD

ΔE to the lowest compared entry with this formula, charge and spin: 78.2 kcal/mol
Kohn-Sham gap: 6.27 eV
calculated total energy: -74647.9086 eV
spin multiplicity: 1

The geometry in XYZ format:
```
83
Properties=species:S:1:pos:R:3:forces:R:3:lowdin_charge:R:1
Li 53.45900 52.05300 40.95600 -0.2 0.2 -0.3 0.76
Li 53.83400 57.91100 41.03500 0.0 -0.8 -0.2 0.83
S 54.20600 54.90000 40.02100 3.2 1.7 1.0 0.33
O 53.76700 56.15600 40.62000 -1.0 3.1 1.6 -0.45
O 55.65500 54.81300 40.30800 -0.9 -0.6 -1.3 -0.32
O 53.50200 53.88100 40.76200 -1.3 -2.7 0.2 -0.39
O 53.88500 55.05200 38.62900 -0.7 -2.4 0.0 -0.28
C 50.83400 52.00800 41.57500 -4.7 -2.7 -1.9 -0.09
O 51.61200 51.16300 40.66900 3.7 2.7 4.3 -0.14
H 50.37900 51.40900 42.34700 1.1 -0.7 1.2 0.07
H 49.80100 52.01600 41.07600 1.4 1.5 0.1 0.11
H 51.12300 52.95300 41.98900 1.1 0.4 -0.8 0.07
H 51.17300 50.79800 39.96900 -2.2 -1.0 -2.7 0.03
C 55.96700 57.96200 35.61900 -1.9 2.0 0.5 -0.04
C 57.17700 57.96400 34.97700 0.1 3.1 -2.0 -0.08
C 57.97900 56.84300 34.90100 -0.2 -0.6 0.4 -0.36
C 57.69600 55.67200 35.64300 -1.3 0.9 -0.5 0.04
C 56.49300 55.71600 36.40300 3.7 3.5 -4.1 0.00
C 55.65700 56.78900 36.32300 -2.7 0.4 1.8 -0.29
O 54.44100 56.64300 37.02500 1.1 4.3 -3.6 0.01
O 59.01900 56.79200 34.06300 1.0 -4.0 1.6 0.07
H 55.28700 58.99900 35.53600 1.7 -3.4 0.5 0.17
H 57.39900 58.97200 34.34900 -0.1 -2.7 1.4 0.16
H 58.21900 54.73000 35.41100 0.0 0.7 0.5 0.12
H 56.17600 54.98600 36.95200 -1.5 -4.6 3.0 0.06
H 54.35100 55.95500 37.65000 0.7 -1.3 0.9 -0.07
H 59.28300 57.43200 33.48500 0.1 3.2 -1.8 0.06
C 49.66700 52.46800 37.83800 2.2 1.0 -1.9 0.03
C 51.03800 52.89900 37.82500 -7.6 -1.3 -10.9 0.03
C 51.67800 53.40100 36.64500 -0.5 -2.0 2.3 -0.29
C 50.99800 53.29900 35.48500 -1.0 1.0 0.6 -0.03
C 49.62600 53.03400 35.46800 0.3 0.9 -4.4 -0.05
C 48.97100 52.63900 36.56300 -1.7 -1.9 4.7 -0.31
O 47.61100 52.31400 36.76900 0.9 0.5 -1.3 0.00
O 52.97900 53.69100 36.70200 -1.1 -3.9 -6.3 0.12
H 49.21200 52.03000 38.78000 0.3 0.9 -1.5 0.12
H 51.39400 53.01200 38.62800 5.8 1.2 11.3 -0.03
H 51.33900 53.79600 34.63600 1.1 0.2 -1.4 0.10
H 49.29700 53.28100 34.34100 -0.5 -1.0 3.0 0.17
H 47.13900 52.51600 35.95500 -0.2 -0.1 0.0 0.09
H 53.19800 54.22200 37.35200 1.7 4.1 5.4 -0.05
C 48.10600 55.20400 42.24000 4.5 -0.9 -7.2 0.03
C 49.42300 55.31300 42.54500 -0.5 1.0 5.4 -0.06
C 50.44500 55.49800 41.71000 1.5 0.8 -4.4 -0.34
C 50.18900 55.40200 40.28600 -2.5 -0.6 4.9 0.04
C 48.87800 55.05200 39.95400 1.6 -0.2 -3.8 -0.04
C 47.88100 54.92000 40.86100 -2.6 -0.4 1.7 -0.27
O 46.52800 54.56000 40.51600 0.8 0.4 -0.3 -0.02
O 51.62000 55.92000 42.24100 -0.5 0.0 1.2 0.03
H 47.31800 55.01000 42.73400 -5.1 -0.8 4.7 0.05
H 49.71300 55.42600 43.63500 -0.4 -0.1 -1.2 0.15
H 50.88700 55.39700 39.55500 2.3 0.4 -2.0 0.07
H 48.82900 54.85700 38.81800 -0.9 0.2 2.0 0.15
H 46.23200 53.64100 40.67800 1.0 0.7 0.1 0.11
H 52.38500 55.72700 41.70700 0.6 -0.2 -0.9 0.01
C 57.73500 50.77700 40.13100 -1.4 -0.3 0.1 -0.03
C 58.65300 50.28600 39.17500 0.8 -2.4 1.1 -0.07
C 59.34200 51.21300 38.41800 2.2 -0.7 -1.8 -0.30
C 59.18700 52.61500 38.50800 1.2 -1.3 -1.0 0.00
C 58.32200 53.08600 39.42400 0.5 -9.8 1.3 -0.01
C 57.57900 52.19400 40.20400 0.0 -0.9 1.8 -0.27
O 56.86400 52.69900 41.27700 0.7 -3.7 0.3 0.02
O 60.28300 50.74400 37.46100 -0.4 0.4 0.6 -0.02
H 57.01200 50.02300 40.71200 2.0 2.1 -1.0 0.15
H 59.05500 49.05000 39.18300 -1.6 3.9 -0.3 0.19
H 59.71300 53.42900 37.94900 -0.2 -1.6 0.0 0.14
H 58.16600 53.96000 39.23700 -2.3 10.4 -0.3 0.02
H 56.52500 53.52200 41.05300 -1.2 2.9 -0.8 -0.02
H 60.48300 49.79800 37.57000 -0.4 0.6 0.2 0.09
C 56.88400 57.57900 45.07000 -2.9 -1.6 2.1 -0.05
C 57.35900 57.37800 43.81400 3.1 2.7 0.0 -0.03
C 56.77400 56.42900 42.99200 -1.1 0.0 1.3 -0.39
C 55.77300 55.63200 43.48300 -3.3 -2.9 1.9 -0.03
C 55.31600 55.67500 44.84500 0.0 2.0 1.4 0.00
C 55.81500 56.79300 45.63600 1.1 -1.7 -4.0 -0.35
O 55.31100 57.16500 46.81100 -1.6 -1.2 1.2 0.04
O 57.06700 56.34800 41.73000 9.3 4.2 3.2 0.13
H 57.09200 58.36100 45.75600 1.1 0.9 0.1 0.10
H 58.29100 58.13400 43.57300 -2.6 -2.3 -0.2 0.18
H 55.14100 54.84800 42.88400 1.9 1.7 0.6 0.14
H 54.48100 54.99900 45.34500 1.8 1.3 -1.6 0.14
H 54.58700 56.50000 46.96200 0.8 1.2 0.3 0.13
H 56.44500 56.07800 41.23900 -7.5 -3.9 -5.9 -0.07
```
Forces are in eV/Å.


3.
Formula: C20H43AsF9O12V
Source: the Open Molecules 2025 dataset
Level of theory: wB97M-V/def2-TZVPD

ΔE to the lowest compared entry with this formula, charge and spin: 0.0 kcal/mol
Kohn-Sham gap (alpha / beta): 7.95 / 7.95 eV
calculated total energy: -156994.4553 eV
spin multiplicity: 2
net charge: -1

The geometry in XYZ format:
```
86
Properties=species:S:1:pos:R:3:forces:R:3:lowdin_charge:R:1
O 0.15291 -0.31590 -0.05181 0.1 -0.7 -0.6 -0.29
V -0.71593 0.69890 0.73090 0.8 3.8 -0.4 1.05
As -3.21529 2.51818 -1.57270 0.5 0.4 -1.0 0.74
F -2.17846 1.29906 -0.73882 0.4 -0.2 0.2 -0.29
F -1.92676 2.77208 -2.70975 0.1 0.2 0.1 -0.24
F -4.27167 3.62975 -2.36877 0.0 0.1 0.0 -0.25
F -4.43348 2.13768 -0.42132 -0.3 -0.3 0.2 -0.23
F -2.57435 3.73404 -0.57843 0.0 0.2 0.3 -0.19
F -3.73366 1.26765 -2.66155 -0.3 -0.4 0.4 -0.25
O 0.22246 2.38975 0.19585 -0.8 -1.3 0.5 -0.34
H 1.17846 2.47251 0.15327 -0.1 -0.4 -0.1 -0.04
C -2.75872 2.39924 2.76110 -1.9 -0.2 -0.9 -0.50
O -3.04976 3.74237 2.39444 0.3 0.4 0.9 -0.07
O -1.65632 2.01055 2.19079 1.4 -1.7 -0.4 -0.17
C -2.80554 2.24136 4.29545 0.0 0.4 -0.2 -0.53
F -2.78893 0.92946 4.64026 0.3 0.1 0.1 0.11
F -1.80943 2.87580 4.93114 0.1 -0.3 0.1 0.14
F -3.96205 2.72524 4.82018 0.1 0.0 0.1 0.11
C -4.39163 4.20291 2.37754 0.2 -0.3 -0.5 -0.28
C -4.43745 5.63128 2.89082 -1.2 0.0 -0.2 -0.07
H -3.87685 5.78365 3.80973 0.4 0.0 -0.2 0.07
H -4.20419 6.31672 2.07730 0.6 0.1 0.3 0.07
H -5.47516 5.88189 3.15534 0.0 -0.1 -0.1 0.07
H -5.09301 3.56234 2.91841 0.3 -0.1 0.2 0.11
H -4.69831 4.15822 1.32514 -0.2 0.2 0.1 0.11
H -3.65802 1.80991 2.44192 0.0 -0.1 0.1 0.15
C 2.29382 -3.76745 -4.04102 -0.5 -0.3 0.1 -0.12
O 3.30247 -2.79416 -3.93527 0.1 -0.3 -0.4 -0.17
C 2.74751 -1.52168 -3.72538 -0.7 0.8 0.1 -0.22
C 3.82830 -0.50423 -3.38075 -0.1 -0.1 0.0 -0.19
O 3.31087 0.47837 -2.51213 0.3 0.4 -0.1 -0.14
C 2.65079 1.57113 -3.13022 -0.4 0.5 0.0 -0.17
C 1.13746 1.48510 -3.04151 -0.9 -0.1 -0.1 -0.18
O 0.55662 0.94153 -4.23286 0.3 -0.3 0.4 -0.19
C 0.55916 1.82548 -5.31223 -0.6 0.3 -0.2 -0.14
H 2.63549 -4.69987 -4.49477 0.6 0.2 0.1 0.08
H 1.46280 -3.45163 -4.68457 0.0 0.3 0.2 0.09
H 1.91141 -4.00188 -3.03981 -0.2 0.0 -0.1 0.09
H 1.98602 -1.48411 -2.93041 0.4 -0.4 0.4 0.13
H 2.14567 -1.16232 -4.57439 0.3 -0.2 -0.3 0.12
H 4.24087 -0.06540 -4.29710 0.0 0.1 0.1 0.12
H 4.66055 -0.96505 -2.84563 -0.1 -0.3 -0.1 0.11
H 2.92717 1.64885 -4.18780 0.1 -0.1 0.0 0.11
H 2.99178 2.50748 -2.67710 0.1 -0.2 0.3 0.13
H 0.60664 2.41560 -2.80760 0.5 0.3 -0.2 0.12
H 0.80567 0.84971 -2.22506 0.3 -0.3 0.1 0.10
H -0.21111 1.45966 -5.99289 0.2 0.0 -0.2 0.09
H 1.52327 1.91241 -5.82920 0.0 -0.2 0.0 0.07
H 0.24594 2.84054 -5.03390 0.1 -0.1 0.2 0.09
C 2.45248 1.25215 2.25420 0.3 0.2 -0.7 -0.08
O 1.41028 0.29610 2.20511 -0.3 -0.2 0.5 -0.23
C 1.16496 -0.28388 3.48886 -0.2 0.9 -0.8 -0.16
C 0.16761 -1.40119 3.36296 0.2 0.0 -0.5 -0.16
O -0.94156 -0.92527 2.60508 0.0 -0.2 0.9 -0.17
C -1.95276 -1.88768 2.56584 -1.2 -0.9 -0.6 -0.19
C -2.98986 -1.42421 1.58153 -0.9 1.7 1.0 -0.19
O -2.37049 -0.97535 0.39810 -0.6 -0.8 0.2 -0.25
C -3.12514 -1.27431 -0.76694 0.2 -0.2 -0.7 -0.07
H 3.22785 0.93324 1.55177 0.1 0.0 0.1 0.08
H 2.88657 1.35092 3.25012 -0.1 0.0 0.0 0.09
H 2.10416 2.22336 1.90384 -0.2 0.0 0.3 0.08
H 0.71746 0.51444 4.09262 0.2 -0.2 0.4 0.14
H 2.13162 -0.61125 3.87833 -0.2 -0.2 0.4 0.13
H -0.11441 -1.67290 4.38707 -0.3 -0.1 -0.1 0.14
H 0.53779 -2.27123 2.81410 0.4 0.0 0.2 0.12
H -2.49380 -2.04599 3.51039 0.4 0.4 0.3 0.14
H -1.61291 -2.89219 2.27075 0.6 0.3 -0.1 0.14
H -3.50580 -0.55535 2.03193 0.3 0.1 0.0 0.13
H -3.84918 -2.09547 1.48948 0.6 -0.6 -0.6 0.13
H -3.10348 -2.35262 -0.96140 -0.1 0.0 0.2 0.10
H -2.65672 -0.79689 -1.62157 0.1 0.2 0.1 0.08
H -4.15550 -0.91829 -0.70491 0.0 0.1 0.2 0.10
O 1.87840 -2.90384 0.87475 -0.1 -0.4 0.6 0.10
C 3.05433 -2.81453 0.63656 -0.8 0.2 -1.0 -0.52
O 3.89065 -3.86464 0.68183 0.3 0.2 0.2 0.00
C 3.34807 -5.09469 1.15062 0.5 -1.3 0.1 -0.24
C 2.55320 -5.85342 0.09859 0.1 0.4 -0.4 -0.07
C 3.66725 -1.55472 0.11481 0.0 0.2 -0.4 0.04
H 2.76729 -4.97680 2.06486 -0.1 0.3 -0.1 0.12
H 4.22246 -5.69484 1.41266 0.1 0.2 0.0 0.12
H 2.54239 -6.93299 0.25264 -0.4 0.1 0.6 0.07
H 3.03308 -5.80060 -0.88355 0.0 0.5 0.1 0.08
H 1.56432 -5.40158 0.05647 -0.1 -0.4 -0.3 0.07
H 4.23662 -1.06459 0.90340 0.2 0.0 -0.1 0.09
H 2.88469 -0.89070 -0.24918 -0.2 0.0 0.4 0.08
H 4.27009 -1.73093 -0.77662 0.4 -0.3 0.4 0.08
```
Forces are in eV/Å.


4.
Formula: C3H6N2
Source: the Open Molecules 2025 dataset
Level of theory: wB97M-V/def2-TZVPD

ΔE to the lowest compared entry with this formula, charge and spin: 136.5 kcal/mol
Kohn-Sham gap (alpha / beta): 8.79 / 9.01 eV
calculated total energy: -6182.6264 eV
spin multiplicity: 1

The geometry in XYZ format:
```
11
Properties=species:S:1:pos:R:3:forces:R:3:lowdin_charge:R:1
C -0.35326 -0.03035 -0.49834 1.7 -3.6 -2.2 0.06
C 0.81059 -0.64254 -0.55361 0.3 2.7 1.5 -0.21
C 1.94300 0.10444 0.21821 0.6 -2.5 -1.3 -0.11
N -2.92569 0.23789 0.41517 2.3 -3.1 -3.2 -0.04
N -3.00971 -0.36152 -0.62674 0.2 1.6 2.6 0.07
H 1.20396 -1.48682 -1.05222 -0.5 -0.9 -0.8 0.07
H -0.68877 0.69456 0.12318 -1.0 2.3 1.5 -0.03
H 1.65244 1.04206 0.55530 -0.4 2.0 0.1 0.03
H 2.16431 -0.42685 1.12306 0.3 -0.7 0.5 0.06
H 2.86263 0.07870 -0.41715 -0.7 0.5 0.6 0.08
H -3.65949 0.79044 0.71314 -2.9 1.7 0.8 0.02
```
Forces are in eV/Å.


5.
Formula: C5H13N2
Source: the Open Molecules 2025 dataset
Level of theory: wB97M-V/def2-TZVPD

ΔE to the lowest compared entry with this formula, charge and spin: 144.4 kcal/mol
Kohn-Sham gap (alpha / beta): 7.93 / 5.36 eV
calculated total energy: -8352.1567 eV
spin multiplicity: 2
net charge: +2

The geometry in XYZ format:
```
20
Properties=species:S:1:pos:R:3:forces:R:3:lowdin_charge:R:1
C 2.36624 2.11524 -1.08940 -1.5 -0.3 0.0 -0.04
C 1.53337 1.38121 0.04749 2.3 1.1 -1.8 -0.18
C 0.31387 0.79168 -0.40113 -2.1 1.2 0.0 0.13
C -0.54710 0.06541 0.48436 1.8 -0.5 3.0 -0.14
N -1.63992 -0.61860 0.32155 0.4 2.2 -1.6 0.08
C -2.37956 -0.20687 -0.84898 -2.9 -0.5 -0.3 -0.08
N -0.44715 -3.46920 1.74284 -2.2 0.4 3.4 0.50
H 3.39152 2.34171 -0.76958 -0.6 0.3 0.0 0.10
H 1.75925 2.95966 -1.44148 0.7 0.2 0.2 0.09
H 1.35147 2.10107 0.87649 -0.3 -0.6 0.2 0.18
H 2.31754 0.69001 0.36639 -0.5 -0.7 0.9 0.16
H -0.11343 1.07683 -1.36962 0.7 -0.5 -0.2 0.15
H -0.07209 0.05255 1.51296 -0.6 -0.6 -1.0 0.15
H -1.21738 -2.81516 1.53193 0.5 0.5 -1.2 0.12
H -2.62770 -1.08427 -1.46115 0.0 0.0 0.2 0.11
H -2.07272 0.60284 -1.50574 0.8 0.0 0.3 0.08
H -3.43942 0.17746 -0.53446 1.7 -0.9 0.1 0.17
H -0.05117 -3.19767 2.68262 0.8 -0.2 -1.2 0.18
H 2.41276 1.44801 -1.94578 0.3 -0.2 -0.1 0.08
H -0.83837 -4.41192 1.80069 0.7 -0.8 -0.9 0.16
```
Forces are in eV/Å.